A molecular structure, C48H37N2O4SSbTcTe. Source: OMol25; level of theory: ωB97M-V/def2-TZVPD.

The value obtained for the LUMO energy (spin up / spin down) is -1.3317 / -1.3063 eV. The HOMO energy (spin up / spin down) is -7.083 / -7.125 eV. The value obtained for the maximum force is 2.20 eV/Å. Its expectation value of S² is 0.798.

Geometry as ORCA input:
```
! RIJCOSX wB97M-V def2-TZVPD def2/J DEFGRID3
* xyz 0 2
Te -0.609 -0.569 -2.812
Sb -2.862 -1.239 0.077
Tc 0.773 0.549 0.263
S -1.560 1.738 -0.434
O 1.366 1.768 -1.237
O -0.088 -0.920 1.980
O -0.305 2.497 3.434
O 0.726 2.012 1.540
N 0.542 -1.248 -0.538
N 1.704 -0.777 -1.008
C 1.631 1.187 -2.333
C -3.608 -2.011 1.972
C -0.640 -0.206 -7.726
C 3.435 -2.876 -4.361
C 2.727 -0.187 -4.546
C -2.403 4.297 -0.355
C 3.377 -0.830 -5.607
C -6.500 1.983 -0.833
C 3.706 -2.164 -5.526
C -4.773 -3.475 -1.101
C 2.803 -2.260 -3.301
C -5.580 2.202 0.180
C -5.455 -0.128 -1.313
C 2.409 -0.928 -3.390
C -2.546 5.554 0.198
C -6.435 0.817 -1.577
C -0.298 -0.694 3.370
C -1.924 5.862 1.399
C -3.999 -3.871 3.447
C 1.936 1.886 -3.536
C -1.168 0.815 -6.954
C -2.473 -3.698 -1.704
C -4.366 -3.001 4.460
C 0.548 -4.773 0.537
C 0.486 -2.394 0.253
C -1.166 4.900 2.042
C 0.084 -2.237 1.589
C -3.472 -3.003 -1.038
C -0.988 3.644 1.480
C 1.644 -0.272 -2.334
C 0.732 -3.662 -0.263
C -0.148 2.648 2.233
C 0.078 -1.340 -5.741
C 0.112 -4.618 1.840
C -5.076 -4.594 -1.859
C -4.612 1.251 0.447
C -4.074 -5.270 -2.538
C -4.544 0.076 -0.290
C -1.074 0.757 -5.575
C 2.434 1.211 -4.601
C -4.342 -1.636 4.233
C -0.454 -0.323 -4.953
C -0.110 -3.356 2.378
C -1.619 3.328 0.272
C -3.944 -1.144 3.001
C -2.765 -4.829 -2.445
C -0.010 -1.278 -7.118
C -3.631 -3.378 2.207
H -2.900 4.037 -1.276
H -0.338 0.384 3.525
H -3.884 1.450 1.222
H -2.031 6.846 1.830
H -1.668 1.646 -7.429
H -6.098 -4.941 -1.918
H -5.610 3.118 0.755
H 1.808 2.958 -3.542
H -4.630 -0.955 5.019
H -0.706 5.111 2.995
H -0.429 -3.265 3.404
H -0.729 -0.175 -8.801
H 3.724 -3.914 -4.282
H -1.447 -3.355 -1.643
H 0.736 -5.754 0.131
H 4.185 -2.659 -6.358
H 0.394 -2.077 -7.722
H -1.245 -1.142 3.680
H 2.700 1.740 -5.504
H -0.048 -5.487 2.458
H 0.549 -2.192 -5.266
H -3.160 6.292 -0.298
H 0.524 -1.117 3.950
H 3.624 -0.253 -6.486
H 1.046 -3.754 -1.292
H -3.902 -0.075 2.843
H -1.501 1.541 -4.965
H 2.621 -2.790 -2.379
H -4.673 -3.386 5.421
H -5.553 -2.967 -0.552
H -4.315 -6.140 -3.132
H -5.397 -1.024 -1.916
H -7.260 2.722 -1.045
H -1.972 -5.363 -2.951
H -7.145 0.644 -2.374
H -3.998 -4.936 3.626
H -3.370 -4.059 1.408
*
```

Here is what Löwdin gives for the atomic charges, in e: number 1, Te, carries 1.46; number 2, Sb, carries 1.49; number 3, Tc, carries 1.44; number 4, S, carries 0.61; number 5, O, carries -0.16; number 6, O, carries -0.23; number 7, O, carries 0.07; number 8, O, carries -0.21; number 9, N, carries -0.35; number 10, N, carries -0.12; number 11, C, carries -0.41; number 12, C, carries -0.35; number 13, C, carries -0.09; number 14, C, carries -0.06; number 15, C, carries -0.19; number 16, C, carries -0.12; number 17, C, carries -0.02; number 18, C, carries -0.09; number 19, C, carries -0.07; number 20, C, carries -0.14; number 21, C, carries -0.02; number 22, C, carries -0.09; number 23, C, carries -0.13; number 24, C, carries -0.17; number 25, C, carries -0.09; number 26, C, carries -0.09; number 27, C, carries -0.03; number 28, C, carries -0.09; number 29, C, carries -0.09; number 30, C, carries 0.02; number 31, C, carries -0.09; number 32, C, carries -0.17; number 33, C, carries -0.10; number 34, C, carries -0.08; number 35, C, carries -0.26; number 36, C, carries -0.03; number 37, C, carries -0.25; number 38, C, carries -0.38; number 39, C, carries -0.16; number 40, C, carries -0.49; number 41, C, carries -0.03; number 42, C, carries -0.59; number 43, C, carries -0.15; number 44, C, carries -0.07; number 45, C, carries -0.09; number 46, C, carries -0.19; number 47, C, carries -0.09; number 48, C, carries -0.38; number 49, C, carries -0.14; number 50, C, carries 0.02; number 51, C, carries -0.09; number 52, C, carries -0.51; number 53, C, carries -0.01; number 54, C, carries -0.58; number 55, C, carries -0.14; number 56, C, carries -0.09; number 57, C, carries -0.08; number 58, C, carries -0.14; number 59, H, carries 0.10; number 60, H, carries 0.07; number 61, H, carries 0.07; number 62, H, carries 0.10; number 63, H, carries 0.10; number 64, H, carries 0.10; number 65, H, carries 0.11; number 66, H, carries 0.13; number 67, H, carries 0.10; number 68, H, carries 0.12; number 69, H, carries 0.11; number 70, H, carries 0.10; number 71, H, carries 0.11; number 72, H, carries 0.03; number 73, H, carries 0.11; number 74, H, carries 0.11; number 75, H, carries 0.10; number 76, H, carries 0.09; number 77, H, carries 0.13; number 78, H, carries 0.11; number 79, H, carries 0.09; number 80, H, carries 0.10; number 81, H, carries 0.11; number 82, H, carries 0.12; number 83, H, carries 0.10; number 84, H, carries 0.09; number 85, H, carries 0.10; number 86, H, carries 0.10; number 87, H, carries 0.10; number 88, H, carries 0.10; number 89, H, carries 0.10; number 90, H, carries 0.08; number 91, H, carries 0.10; number 92, H, carries 0.10; number 93, H, carries 0.10; number 94, H, carries 0.10; number 95, H, carries 0.09



A molecular structure, C48H38AuN4O2P2. Source: OMol25; level of theory: ωB97M-V/def2-TZVPD.

The value obtained for the LUMO energy is 2.2579 eV. The HOMO energy is -4.419 eV. The value obtained for the maximum force is 0.81 eV/Å.

Geometry as ORCA input:
```
! RIJCOSX wB97M-V def2-TZVPD def2/J DEFGRID3
* xyz -1 1
Au -1.053 -0.639 2.059
P 0.867 3.891 -0.748
P -0.627 1.252 -0.200
O 1.839 -4.054 -4.643
O 1.185 -1.290 2.900
N 2.825 -6.330 1.284
N -7.043 2.544 5.190
N 2.923 -6.766 0.119
N -0.234 -2.445 0.905
C -0.717 -4.292 -0.505
C -4.114 -0.749 -2.528
C -1.942 0.414 -1.191
C 2.499 -3.229 3.198
C -3.987 2.245 3.488
C 2.613 -5.969 -1.032
C 3.049 -0.516 -0.435
C 0.210 5.607 -0.845
C 0.956 0.613 -0.900
C 1.103 2.948 3.763
C 2.698 -3.950 -2.359
C -2.840 -0.806 -3.078
C -4.302 -0.120 -1.306
C 2.929 -4.623 -1.165
C 1.142 -4.430 1.023
C 1.803 -0.060 -0.021
C -0.681 2.920 -1.044
C -1.148 7.282 -1.947
C 2.126 2.579 2.906
C -4.745 0.081 4.213
C -0.038 4.026 1.943
C 1.494 -2.461 2.567
C 2.251 -5.090 1.632
C 0.294 -5.019 0.059
C 2.825 -4.495 2.749
C 2.115 -2.675 -4.788
C 0.979 3.647 1.066
C -0.753 5.960 -1.789
C 1.859 -5.985 -3.327
C 2.068 2.939 1.564
C 0.780 6.620 -0.072
C -2.873 1.647 2.923
C 2.654 0.416 -2.615
C -1.764 -0.229 -2.415
C -6.107 2.062 4.722
C -0.932 -2.977 -0.074
C 0.786 -3.135 1.463
C -3.625 -0.497 3.637
C -0.579 8.277 -1.167
C -3.224 0.451 -0.643
C 2.141 -4.628 -3.440
C 3.475 -0.280 -1.733
C -4.938 1.460 4.137
C 0.025 3.685 3.283
C 2.108 -6.644 -2.140
C 1.410 0.862 -2.197
C 0.387 7.940 -0.227
C -2.650 0.260 2.962
H 2.954 1.986 3.272
H 3.683 -1.043 0.267
H 1.831 -2.412 -5.804
H -1.717 -2.364 -0.501
H 3.010 -2.788 4.044
H 3.612 -5.058 3.240
H -3.376 0.912 0.326
H 0.809 1.446 -2.885
H 1.530 6.366 0.669
H 3.178 -2.462 -4.646
H -1.903 7.534 -2.680
H -4.951 -1.202 -3.044
H -0.881 2.825 -2.113
H -2.144 2.279 2.428
H -5.480 -0.531 4.722
H 3.351 -4.087 -0.325
H 2.940 -2.899 -2.422
H -0.892 4.581 1.569
H -1.522 3.446 -0.582
H 1.135 2.653 4.803
H -0.887 9.308 -1.287
H -5.285 -0.087 -0.853
H 1.897 -7.703 -2.046
H -3.509 -1.571 3.710
H -1.359 -4.724 -1.261
H 4.454 -0.617 -2.056
H 1.454 -6.506 -4.184
H 2.993 0.631 -3.621
H -0.777 3.969 3.952
H 0.432 -6.054 -0.222
H -4.133 3.317 3.425
H 1.533 -2.079 -4.082
H 2.859 2.637 0.885
H 0.835 8.710 0.389
H -2.678 -1.307 -4.025
H -1.211 5.194 -2.404
H 1.494 -0.219 1.010
H -0.777 -0.321 -2.848
*
```

Here is what Löwdin gives for the atomic charges, in e: number 1, Au, carries 0.78; number 2, P, carries 1.02; number 3, P, carries 1.01; number 4, O, carries -0.09; number 5, O, carries -0.15; number 6, N, carries 0.05; number 7, N, carries 0.12; number 8, N, carries 0.04; number 9, N, carries 0.01; number 10, C, carries -0.03; number 11, C, carries -0.10; number 12, C, carries -0.38; number 13, C, carries -0.03; number 14, C, carries -0.06; number 15, C, carries -0.32; number 16, C, carries -0.07; number 17, C, carries -0.40; number 18, C, carries -0.39; number 19, C, carries -0.07; number 20, C, carries 0.00; number 21, C, carries -0.10; number 22, C, carries -0.08; number 23, C, carries -0.02; number 24, C, carries -0.12; number 25, C, carries -0.11; number 26, C, carries -0.53; number 27, C, carries -0.10; number 28, C, carries -0.07; number 29, C, carries -0.06; number 30, C, carries -0.12; number 31, C, carries -0.41; number 32, C, carries -0.28; number 33, C, carries -0.02; number 34, C, carries -0.05; number 35, C, carries -0.09; number 36, C, carries -0.43; number 37, C, carries -0.11; number 38, C, carries -0.01; number 39, C, carries -0.12; number 40, C, carries -0.11; number 41, C, carries -0.17; number 42, C, carries -0.10; number 43, C, carries -0.10; number 44, C, carries -0.21; number 45, C, carries -0.13; number 46, C, carries -0.14; number 47, C, carries -0.15; number 48, C, carries -0.10; number 49, C, carries -0.11; number 50, C, carries -0.28; number 51, C, carries -0.11; number 52, C, carries -0.27; number 53, C, carries -0.09; number 54, C, carries -0.05; number 55, C, carries -0.14; number 56, C, carries -0.09; number 57, C, carries -0.33; number 58, H, carries 0.11; number 59, H, carries 0.11; number 60, H, carries 0.09; number 61, H, carries 0.09; number 62, H, carries 0.10; number 63, H, carries 0.11; number 64, H, carries 0.08; number 65, H, carries 0.09; number 66, H, carries 0.10; number 67, H, carries 0.09; number 68, H, carries 0.10; number 69, H, carries 0.10; number 70, H, carries 0.04; number 71, H, carries 0.05; number 72, H, carries 0.11; number 73, H, carries 0.12; number 74, H, carries 0.08; number 75, H, carries 0.11; number 76, H, carries 0.05; number 77, H, carries 0.10; number 78, H, carries 0.10; number 79, H, carries 0.10; number 80, H, carries 0.11; number 81, H, carries 0.08; number 82, H, carries 0.11; number 83, H, carries 0.10; number 84, H, carries 0.11; number 85, H, carries 0.10; number 86, H, carries 0.10; number 87, H, carries 0.11; number 88, H, carries 0.11; number 89, H, carries 0.08; number 90, H, carries 0.10; number 91, H, carries 0.10; number 92, H, carries 0.10; number 93, H, carries 0.09; number 94, H, carries 0.06; number 95, H, carries 0.08